C4H8O3 | wB97M-V/def2-TZVPD

The geometry in XYZ format:
```
15
Properties=species:S:1:pos:R:3:forces:R:3
C 1.334280 1.405103 0.619619 -0.1 0.1 -0.3
O 1.246656 1.983089 -0.523637 0.0 -0.2 0.3
H 0.266380 1.312511 -1.133214 0.0 0.0 0.1
H 1.009789 1.952191 1.519173 0.0 0.0 -0.1
H 2.152386 0.687509 0.794863 -0.1 0.0 0.0
H 0.340979 0.482954 0.652941 -0.1 -0.1 0.0
C -0.736912 0.060931 -0.026868 0.1 0.4 -0.1
C -0.596434 -1.408029 0.169437 0.1 -0.2 -0.1
C -0.051637 -2.201456 -0.743917 -0.1 0.2 0.1
O -1.790462 0.571507 0.707058 0.2 -0.1 -0.2
O -0.541507 0.574937 -1.216408 0.0 -0.1 0.3
H -2.019594 1.429285 0.323176 0.0 -0.1 0.0
H -0.956716 -1.780117 1.120842 0.0 0.0 0.0
H 0.294892 -1.805038 -1.690228 0.0 0.0 0.0
H 0.047899 -3.265378 -0.572835 0.0 0.0 0.0
```
Positions in Å, forces in eV/Å.

- Kohn-Sham gap: 9.98 eV
- HOMO: -9.95 eV
- E: -10417.452 eV
- E_LUMO: 0.0346 eV
- Relative energy (zero: lowest compared OMol25 entry of this formula, charge and spin): 342.7 kJ/mol
- Charge: 0